Record 1
Molecular formula: C25H41MnN2O8P2S
Method: DFT, wB97M-V/def2-TZVPD

The geometry in XYZ format:
```
80
Properties=species:S:1:pos:R:3:forces:R:3
H -16.58091 6.13137 11.57335 -0.38 -0.09 -0.20
H -14.09797 3.49730 20.84278 1.11 -1.17 -0.10
H -13.93844 8.41398 18.52739 0.62 -1.02 -0.01
H -8.87475 -1.76167 18.36435 0.62 0.36 -0.80
H -15.23668 7.25985 11.53493 -0.16 -0.65 -0.20
C -13.20910 7.56786 18.61266 -1.36 0.86 -0.91
H -8.80845 3.21502 19.93762 0.30 0.71 -0.08
C -11.93930 -1.22271 20.65076 -0.70 -0.58 2.56
H -12.83348 6.31187 12.51181 -0.40 0.51 -0.07
C -8.63918 2.18283 19.68608 0.85 -1.23 -0.07
O -9.13814 2.52938 16.96903 1.01 -0.26 0.63
H -6.72516 5.49002 17.18920 -0.39 -0.63 -0.34
C -13.57758 5.74370 13.05313 -0.67 -0.59 -0.23
H -6.74447 5.40689 15.44427 -0.08 -0.74 0.25
H -15.80527 3.06158 14.78609 -0.32 0.08 0.52
H -10.93023 4.40651 22.75356 -0.63 -0.38 -0.19
H -12.47854 -0.55063 21.38157 0.24 -0.39 -1.12
P -10.21449 1.37855 20.06313 -2.60 -1.36 -1.85
H -7.89303 1.72089 20.39417 -0.60 0.63 -0.72
C -15.26322 3.90183 14.39662 0.87 -0.18 -1.10
O -14.87673 3.71962 17.28816 0.56 -0.51 0.07
C -11.86476 3.80912 22.65444 0.12 0.66 -0.49
C -8.16119 -1.77176 17.49412 -0.78 -0.49 1.36
C -10.22380 -1.43678 22.56422 0.08 -0.94 0.25
H -4.67580 2.31695 16.64074 0.32 -0.14 -0.31
C -15.63790 4.45509 13.17739 0.06 0.37 0.41
H -6.83382 2.71939 15.76458 0.31 0.71 0.18
H -4.33243 3.90761 17.20914 -0.61 0.19 -0.56
H -9.25412 -0.26535 16.35189 1.32 -0.06 0.68
N -11.19947 5.67922 18.62163 0.56 -0.97 1.79
H -7.88938 -1.23331 14.77564 0.06 -0.09 -0.45
C -7.03832 4.83258 16.34643 1.12 0.51 0.08
C -10.49064 -1.23110 21.06715 0.84 -0.20 0.02
H -11.82523 3.05667 23.44174 -0.17 -0.25 -0.26
H -7.08655 0.35487 14.93830 -0.41 -0.67 0.65
H -10.44253 6.59973 20.26432 -0.13 0.28 0.05
H -8.09074 4.65302 16.33014 -0.78 0.42 0.12
Mn -11.09761 2.45895 17.14474 -1.36 0.60 0.04
H -7.15132 -1.87879 17.91387 -0.27 -0.42 -0.33
H -13.54849 1.93363 21.60178 -0.48 -0.15 -0.53
C -15.51329 6.18525 11.44201 0.65 1.39 0.42
C -13.31571 2.66025 20.81252 -0.61 0.71 0.51
S -13.63549 3.56819 16.57209 -0.24 1.33 -0.37
C -13.24519 6.49275 17.73124 0.20 -0.41 0.02
H -12.31771 -2.26759 20.92496 0.34 1.35 -0.83
H -9.98695 -2.03611 20.50618 0.08 0.46 0.20
H -12.28363 5.60131 14.77123 -0.76 -0.66 -0.49
H -10.77125 -0.75458 23.22222 0.08 0.13 -0.33
H -10.53657 -2.46810 22.86829 0.05 0.74 -0.45
N -12.34688 4.22028 17.31181 0.05 -0.75 -1.33
H -8.50449 -2.61163 16.88061 0.53 -0.02 0.05
C -4.88160 3.36266 16.41589 0.43 -0.27 -0.20
O -7.64058 0.56200 17.55429 -0.24 0.77 0.75
H -9.14702 -1.40676 22.82253 -0.54 0.25 -0.38
C -12.26269 7.60586 19.60783 1.36 -1.61 0.26
C -8.19090 -0.53327 16.67630 -1.26 1.94 -0.08
C -11.98691 3.22136 21.23034 1.46 0.42 0.08
C -12.25898 5.47903 17.88884 -1.87 0.68 -1.08
H -12.17384 8.30460 20.39799 -0.37 0.83 0.40
C -14.85114 5.42507 12.54036 -0.13 -0.19 0.50
C -13.21270 5.22521 14.27581 0.80 -0.12 1.15
H -13.27136 2.23246 19.79400 -0.16 0.10 0.67
C -11.28319 6.61068 19.57497 0.44 0.86 -0.68
O -6.76018 2.93080 17.83819 -0.78 -0.25 0.11
H -6.34475 -1.17347 15.66464 -1.42 1.04 -0.20
H -12.08040 -0.94089 19.61883 -0.24 -0.12 -0.16
H -12.71667 4.47635 22.87032 0.32 -0.23 -0.20
H -15.23207 5.86216 10.46531 0.14 -0.30 -0.80
O -9.73991 0.00335 20.64275 -0.20 0.00 -0.22
P -8.05656 2.04652 17.93280 -0.52 -0.61 -1.12
O -10.92335 2.09973 21.26528 -0.19 0.14 -0.76
C -6.39299 3.46233 16.46772 0.22 -0.13 0.05
O -13.10812 2.19171 16.34394 0.02 0.32 -0.05
O -11.13784 1.23110 18.77057 2.28 0.52 2.99
H -13.98360 6.37208 16.93030 0.12 0.26 0.56
C -7.32819 -0.60466 15.45788 1.83 -0.76 -0.45
C -14.04569 4.31018 14.92369 0.70 -0.33 1.26
H -4.48004 3.61007 15.39711 -0.42 -0.13 1.00
H -16.60644 4.18797 12.74846 0.32 0.09 0.08
H -11.60438 3.92897 20.47352 -0.17 -0.15 0.38
```
Forces are in eV/Å.

For the max |F|, the calculation gives 3.8 eV/A. Its HOMO energy (spin up / spin down) is -10.578 / -10.651 eV. The calculation puts the energy above the lowest of the compared OMol25 structures with the same formula, charge and spin at 28.0 kcal/mol. The spin multiplicity is 6. The net charge is +1.

Record 2
Molecular formula: C25H41N2NaO5SSi3
Method: DFT, wB97M-V/def2-TZVPD

The geometry in XYZ format:
```
78
Properties=species:S:1:pos:R:3:forces:R:3
H 2.60386 -2.37556 -1.24140 0.00 -0.01 0.00
H -3.78829 2.40382 1.80358 -0.02 -0.02 -0.01
C -0.92422 -0.71027 -4.48411 0.02 -0.05 -0.02
O 2.84481 0.53555 2.81724 0.01 0.04 0.02
Si 2.09420 -0.01177 -0.62747 0.05 0.14 0.00
C -0.80352 -0.29439 -3.15489 0.06 0.03 -0.17
S -2.01376 -3.49884 0.88629 -0.07 0.07 -0.18
O -3.06778 -0.35186 0.91457 -0.21 0.08 0.07
C -1.00829 2.59005 -3.08600 -0.02 -0.05 0.01
H -3.39216 -2.98290 -4.06915 0.00 -0.01 -0.02
H -0.38296 -5.01029 3.07721 -0.01 0.04 0.00
H -1.40203 2.40433 -4.08916 -0.03 0.03 -0.01
H 4.37035 0.43199 -1.39247 0.00 0.01 -0.02
H 2.08348 0.41637 -4.29325 0.00 -0.02 0.04
H -0.65760 -5.41317 0.69943 0.00 -0.01 0.00
H 2.12143 3.04240 1.86751 -0.02 -0.08 0.05
C 2.53494 3.33094 0.90112 0.00 0.01 -0.08
C 1.03645 1.30467 -1.08636 0.05 0.04 0.08
H -2.28961 -4.22066 4.46182 0.04 -0.02 -0.01
H -0.62612 3.60993 -3.06424 0.05 0.00 0.04
H 4.29346 0.93806 0.28880 -0.12 0.04 0.00
C -2.64684 -2.23067 -3.85042 0.02 0.02 0.06
H -1.93457 -2.00506 -5.86786 -0.01 0.00 0.00
H 4.39304 -0.77501 -0.11025 0.02 0.03 0.01
H -3.10855 -2.37670 2.69966 -0.04 -0.05 -0.01
O 1.65744 -0.58740 1.13991 -0.09 -0.03 0.02
C 0.44924 0.88901 2.62433 -0.03 0.13 0.19
C -2.46611 -1.78327 -2.55210 -0.05 -0.14 0.04
H -2.93393 2.56430 3.57562 0.00 0.02 0.01
H 3.51898 2.87797 0.75853 -0.04 -0.05 -0.01
C -1.55842 -5.21538 1.27882 0.06 -0.06 0.07
H 1.27699 2.06825 4.28120 0.02 -0.01 -0.01
H -3.42918 -4.78825 3.25298 0.00 0.01 -0.01
H -0.01155 4.82766 0.57985 -0.02 0.03 0.00
Na -0.96126 -0.64420 0.08572 0.29 0.30 -0.44
N -0.72387 0.53776 2.00781 0.04 -0.20 -0.19
C 1.52335 1.34648 -4.16362 -0.07 0.01 0.02
H 3.07618 -1.91121 1.88545 -0.01 -0.05 0.01
H 0.86332 -2.10452 -1.39468 -0.05 0.04 0.06
C -2.42518 -4.37825 3.39155 -0.06 0.03 0.06
C 0.38111 1.83887 3.72148 0.04 -0.04 -0.08
H 1.96940 -1.46642 -2.59708 -0.01 0.04 -0.02
H 3.31399 1.29256 2.44041 0.01 0.02 -0.03
C -1.38881 -5.32531 2.79192 0.03 -0.04 -0.01
H -0.83545 3.13766 4.84580 -0.04 0.00 0.00
O -4.04770 1.56559 1.39386 -0.03 0.02 -0.03
C -1.84543 1.16631 2.32108 -0.21 0.06 0.12
C -0.26450 3.86722 0.12185 0.05 0.00 -0.01
C -1.84331 -1.68417 -4.83732 0.01 0.01 0.01
H -0.29804 -0.26454 -5.24525 0.02 0.02 0.01
H 1.40493 -2.08982 2.50629 0.03 -0.02 0.01
C -0.80000 2.42866 4.02733 -0.03 0.07 0.05
H 2.70094 4.41170 0.93771 0.01 0.01 0.03
H -0.71478 3.24279 0.89781 0.00 -0.01 0.02
H 1.77476 -2.62089 0.84908 0.04 -0.03 0.01
H -1.36060 -2.53623 2.90373 0.01 0.01 -0.01
H 1.48651 4.18912 -2.81030 -0.07 -0.05 0.00
H -1.01782 4.05137 -0.64628 0.04 -0.05 -0.02
Si 0.27618 1.24823 -2.73732 0.02 -0.05 -0.05
H -1.84543 2.52716 -2.38751 0.00 -0.02 0.02
C 1.63527 0.39123 2.18882 0.04 0.08 -0.13
H -1.51892 -6.35292 3.13094 0.00 0.00 0.00
C 1.84324 -1.64493 -1.52559 0.14 0.01 -0.03
N -1.57534 -0.85816 -2.20820 0.12 0.19 0.11
C 2.01916 -1.90817 1.62776 -0.05 0.08 -0.05
C 2.04903 4.13634 -1.87908 -0.01 0.06 0.11
C -2.27384 -3.06980 2.62927 0.02 0.01 0.08
H 1.05174 1.58723 -5.11966 -0.01 -0.01 -0.02
C -3.02211 0.71427 1.48580 0.07 0.06 0.27
H 2.24773 2.13499 -3.95205 0.00 0.01 0.03
Si 1.30891 3.04247 -0.51711 -0.04 -0.13 -0.06
H 3.05328 3.78111 -2.12620 0.03 -0.01 0.01
H -2.35811 -5.85559 0.90518 -0.05 0.02 0.04
O -0.74666 -2.80597 0.46154 0.03 -0.29 0.06
C 3.95325 0.17997 -0.41387 -0.05 -0.19 0.02
H -3.06182 -2.18806 -1.73900 -0.02 0.00 -0.03
C -1.98368 2.12879 3.30129 0.12 -0.11 -0.07
H 2.14719 5.15746 -1.49873 0.02 0.02 -0.02
```
Forces are in eV/Å.

For the max |F|, the calculation gives 0.6 eV/A. Its HOMO energy is -6.185 eV. The calculation puts the energy above the lowest of the compared OMol25 structures with the same formula, charge and spin at 42.6 kcal/mol. The spin multiplicity is 1.

Record 3
Molecular formula: C25H42BrClCsFN5O6P2
Method: DFT, wB97M-V/def2-TZVPD

The geometry in XYZ format:
```
84
Properties=species:S:1:pos:R:3:forces:R:3
C 1.27258 -4.00482 2.19821 0.09 0.22 -0.13
H -2.91623 7.51821 2.44512 -0.05 -0.05 -0.11
H -0.57659 -0.50011 -4.48036 -0.08 -0.03 0.15
H -1.26125 -4.09997 -2.07988 -0.30 -0.31 -0.23
C 1.88101 -0.99142 0.21375 0.09 0.12 1.38
C 0.76330 -0.19269 3.52848 0.72 0.28 0.07
H -1.91097 4.03163 -2.11912 -0.01 -0.10 0.01
H 1.56928 1.07822 0.75909 0.04 -0.09 -0.21
H -2.28974 -4.15965 1.02279 0.24 -0.07 0.01
C 3.36137 -2.26953 1.78528 0.04 -0.34 0.02
C 0.99982 0.76897 -2.32320 -0.04 0.97 0.39
H -1.98159 6.77054 4.66561 -0.03 -0.04 0.06
P -2.77179 -0.86968 -0.26749 -0.85 0.76 1.40
H 5.07184 0.59003 -2.75267 -0.92 0.56 2.50
C -0.12692 -1.73127 -1.10941 -0.18 -0.24 -0.29
Cl -3.26360 0.21018 -1.96378 0.18 -0.64 0.44
N 1.77516 -0.46397 -2.11966 -0.84 0.83 -0.41
H 3.83959 1.48387 -1.76977 0.03 -0.03 0.05
H 2.49995 -4.70957 -3.85859 0.01 -0.02 0.09
H 4.52058 -3.51555 3.13226 -0.01 0.01 0.04
H 0.44404 -4.69056 2.34963 -0.21 0.02 -0.09
O 3.30434 -0.82446 -3.80285 -12.69 -5.30 8.94
H -1.10715 2.22067 -1.62689 -0.08 0.26 1.08
N 1.39048 -1.43641 -1.15531 0.80 -0.28 1.05
C -3.45740 6.77907 3.03965 -0.46 -0.05 0.58
O -3.01596 -2.46984 -0.56541 0.09 0.44 -0.70
H -3.71452 -5.14464 0.81992 0.06 -0.21 -0.06
C 2.12818 -2.71010 -1.43480 -0.12 -1.58 -0.93
C -0.20102 -1.49796 -4.22554 0.35 0.21 -0.04
H -3.54287 -2.55699 -1.37331 0.01 -0.22 0.04
H -0.16105 -2.73662 -0.67564 0.22 0.04 -0.07
H 3.19215 -2.61765 -1.17628 -0.01 0.55 -0.20
C 3.57055 -3.34727 2.64550 -0.72 0.29 -0.57
H -0.88868 -1.49917 0.91459 -0.18 -0.49 -0.34
H -0.12044 3.13939 -0.42362 -0.01 -0.08 -0.12
C 4.20783 0.49708 -2.06067 -0.84 -0.15 0.79
H 0.71900 -0.17367 4.59288 -0.25 -0.16 -0.04
H 2.85681 -0.53040 0.07365 0.01 -0.19 -0.38
H 1.07052 1.50380 -1.51566 0.08 -0.28 0.11
H 1.39043 1.26354 -3.21784 -0.13 -0.27 -0.17
C 2.95849 -3.96015 -3.21414 -0.38 -0.10 -0.52
C 2.11420 -2.15629 1.18578 0.05 0.45 -0.62
C -1.09655 1.24115 1.19239 -0.88 1.29 0.30
H -3.73944 4.62842 3.06425 0.03 -0.04 -0.02
H -3.48524 5.30602 1.45087 0.02 -0.05 -0.01
C -3.05745 6.92128 4.50617 0.23 -0.03 -0.14
H -3.59495 6.20056 5.13040 -0.01 0.03 0.02
C -0.89850 -0.91821 -0.02787 0.02 0.23 -0.13
O 1.91114 -3.11467 -2.75531 0.62 0.52 0.32
C -1.15388 2.90157 -0.75334 0.18 -0.04 0.19
H -1.79933 0.68737 1.82630 0.21 -0.26 -0.07
H -0.48124 1.80232 1.89935 0.52 -0.41 -0.22
H 3.65667 -3.38598 -3.83403 0.13 0.01 0.21
O -1.00770 -3.71729 -2.93390 0.86 0.58 0.63
H 3.48106 -4.46913 -2.40146 -0.01 0.04 0.00
C -1.87585 2.35846 0.46916 -0.14 -0.25 -0.07
O -2.17053 -6.03805 1.92664 0.34 0.00 0.04
C 1.02673 0.12953 0.88296 0.25 0.93 0.78
C -1.74822 5.03974 2.58197 -0.01 -0.04 0.05
C 1.03760 -0.06681 2.36601 -0.70 -0.36 -0.36
H -0.52069 -2.17175 -5.02374 -0.04 -0.09 0.13
H 2.61696 -5.07946 3.45164 -0.09 0.06 -0.02
H -3.38553 -4.38228 2.35781 0.09 -0.11 0.17
C -2.87730 -4.96712 1.54601 -0.19 0.43 -0.14
H 0.88489 -1.46976 -4.18768 -0.07 -0.21 -0.04
H 4.56219 -0.00836 -1.15682 -0.08 0.06 0.01
F -5.84114 7.71830 2.28848 -0.41 0.05 0.01
N 1.08974 -2.97010 1.37982 -0.06 -0.29 0.08
N -0.29576 0.36960 0.33409 0.29 -0.80 -0.90
H 4.13756 -1.54690 1.56253 0.01 -0.01 0.09
C -3.17762 5.37330 2.49565 0.19 0.31 0.01
H -1.94073 3.19169 1.17111 -0.02 -0.18 -0.02
H -2.91352 2.07714 0.27308 0.13 -0.11 -0.38
Cs 4.82040 -0.13296 -4.67386 13.21 4.85 -11.64
N -0.62360 4.80764 2.67404 -0.02 -0.05 0.01
H -0.07137 0.62853 -2.53019 0.17 -0.28 -0.12
P -1.08438 -2.05181 -2.72762 -1.09 -0.05 -0.67
Br -1.59713 2.15716 -3.82897 0.28 0.14 -1.29
O -1.77554 4.09793 -1.16201 -0.07 0.14 -0.11
C 3.02963 -0.34108 -2.66496 1.42 -0.68 -0.68
H 1.74031 -3.52499 -0.82435 -0.16 0.56 0.54
H -4.57140 7.01092 2.91737 0.70 0.08 -0.35
C 2.49681 -4.20991 2.81456 0.53 -0.62 0.76
H -3.30083 7.92320 4.86316 -0.08 -0.02 0.01
```
Forces are in eV/Å.

For the max |F|, the calculation gives 18.3 eV/A. Its HOMO energy is -3.492 eV. The calculation puts the energy above the lowest of the compared OMol25 structures with the same formula, charge and spin at 0.0 kcal/mol. The spin multiplicity is 1. The net charge is -1.

We obtain E values of -3920.5676 -2892.0022 -5539.3709 Ha for the records listed above, in that order.